Entry 1:
{
  "formula": "C41H40BrI2InN3O4Se2Si",
  "method": "ωB97M-V with the def2-TZVPD basis set",
  "orbital_gap_ha": 0.2053,
  "energy_ha": -10503.67823,
  "total_charge": -1,
  "homo_ev": -3.9409,
  "spin_multiplicity": 1,
  "symbols": ["In", "I", "C", "C", "C", "I", "C", "O", "C", "C", "N", "C", "C", "C", "C", "C", "C", "N", "C", "H", "H", "H", "H", "H", "H", "H", "H", "H", "H", "H", "O", "C", "C", "C", "N", "C", "Br", "C", "H", "H", "H", "H", "O", "C", "C", "C", "O", "C", "Se", "C", "Se", "H", "H", "H", "H", "H", "H", "H", "H", "H", "H", "C", "C", "C", "C", "C", "C", "Si", "C", "C", "C", "C", "C", "C", "C", "C", "C", "C", "C", "C", "H", "H", "H", "H", "H", "H", "H", "H", "H", "H", "H", "H", "H", "H", "H"],
  "xyz": [[-0.94611, -1.55674, -1.18051], [-5.25833, 1.94129, 3.20653], [-3.52660, 0.84762, 2.80116], [-3.52603, -0.52323, 2.98821], [-2.35468, -1.22963, 2.75482], [-2.30936, -3.28015, 3.10721], [-1.20008, -0.58273, 2.32281], [-0.05239, -1.28771, 2.15127], [-1.23280, 0.79169, 2.07238], [-0.06410, 1.48167, 1.41226], [-0.13607, 1.31972, -0.03697], [-1.05183, 2.24627, -0.68799], [-2.46776, 1.73119, -0.74784], [-3.55338, 2.59860, -0.66532], [-4.83371, 2.08085, -0.70671], [-5.00204, 0.70722, -0.82504], [-3.87099, -0.07955, -0.93328], [-2.63523, 0.42224, -0.91033], [-2.39196, 1.50035, 2.34826], [-4.41328, -1.03999, 3.32506], [0.87875, 1.05980, 1.75656], [-0.07299, 2.54221, 1.70473], [0.78457, 1.38121, -0.45104], [-0.73195, 2.44456, -1.71963], [-1.05850, 3.22766, -0.19149], [-3.37834, 3.66194, -0.56168], [-5.69185, 2.73673, -0.63342], [-5.98387, 0.25473, -0.84119], [-3.94222, -1.15315, -1.07203], [-2.40684, 2.57006, 2.18061], [-1.28775, -0.25064, -7.35932], [-1.90212, -0.55214, -6.20177], [-2.45785, 0.42380, -5.37245], [-2.93603, 0.03788, -4.14201], [-2.93997, -1.22897, -3.69953], [-2.48249, -2.12914, -4.54037], [-2.49301, -3.93603, -3.92836], [-1.96018, -1.87958, -5.79447], [-0.79182, 0.59672, -7.23713], [-2.41368, 1.47318, -5.63581], [-3.30898, 0.78705, -3.45305], [-1.54023, -2.66471, -6.40441], [0.41859, 1.65156, -6.44383], [0.71545, 0.87308, -5.26693], [1.73536, 1.53631, -4.34103], [3.15165, 1.24416, -4.83083], [3.37588, 1.64223, -6.18113], [1.52592, 0.97301, -2.92988], [1.23068, -0.97501, -2.74496], [1.50158, 3.05864, -4.27181], [-0.39542, 3.62446, -4.16574], [0.00245, 2.47261, -6.07774], [1.07025, -0.09986, -5.60775], [-0.19472, 0.72376, -4.69452], [3.34615, 0.16920, -4.72436], [3.87721, 1.78166, -4.20941], [2.51428, 1.71074, -6.61517], [0.63150, 1.46368, -2.55709], [2.37074, 1.25519, -2.29477], [1.94375, 3.53103, -5.14782], [2.03297, 3.44619, -3.39904], [1.45747, -5.68991, 4.83233], [1.33733, -4.64170, 5.73245], [1.29201, -3.33299, 5.26966], [1.36879, -3.05282, 3.90568], [1.50715, -4.12066, 3.01438], [1.54554, -5.42861, 3.47077], [1.25125, -1.33104, 3.20534], [0.92091, -0.05259, 4.52718], [1.68768, 1.10730, 4.64012], [1.35347, 2.10036, 5.55238], [0.23788, 1.95109, 6.36214], [-0.54115, 0.80510, 6.26387], [-0.19912, -0.18546, 5.35691], [2.77530, -0.96934, 2.20793], [4.02092, -0.85423, 2.83421], [5.17056, -0.63171, 2.09323], [5.09706, -0.54269, 0.70714], [3.87457, -0.67701, 0.06768], [2.72206, -0.88027, 0.81646], [1.48737, -6.71145, 5.19085], [1.27520, -4.84256, 6.79485], [1.19633, -2.52233, 5.98226], [1.57742, -3.92891, 1.94827], [1.64368, -6.24391, 2.76518], [2.55075, 1.24582, 3.99789], [1.95981, 2.99481, 5.62245], [-0.03024, 2.72981, 7.06525], [-1.41961, 0.68853, 6.88611], [-0.82614, -1.06870, 5.28184], [4.09706, -0.94236, 3.91419], [6.12625, -0.53604, 2.59384], [5.99704, -0.37864, 0.12756], [3.79453, -0.64606, -1.01261], [1.78072, -0.98561, 0.28733]]
}

***

Entry 2:
{
  "formula": "C4H12N2O",
  "method": "ωB97M-V with the def2-TZVPD basis set",
  "orbital_gap_ha": [0.2054, 0.2054],
  "energy_ha": -344.16379,
  "total_charge": 0,
  "homo_ev": [-4.8049, -4.8075],
  "spin_multiplicity": 1,
  "symbols": ["C", "C", "C", "C", "N", "N", "O", "H", "H", "H", "H", "H", "H", "H", "H", "H", "H", "H", "H"],
  "xyz": [[0.29363, 0.85173, -0.44508], [1.20411, 0.46271, 0.65429], [0.20980, -0.32273, 1.55115], [-0.88125, -1.36053, -0.84766], [0.83913, 1.09426, -1.72055], [-1.09242, -0.85950, 0.82213], [-0.70146, 1.81388, -0.05389], [-0.38419, 2.70950, -0.26132], [1.84845, 1.08523, -1.79394], [0.44361, 0.52315, -2.46799], [-1.67377, -0.03117, 0.69831], [-1.56091, -1.55942, 1.40650], [1.65335, 1.28186, 1.24376], [1.99691, -0.19077, 0.28619], [0.67378, -1.20461, 1.99610], [-0.13777, 0.30237, 2.37022], [0.13279, -1.57093, -1.17155], [-1.42018, -0.72568, -1.54136], [-1.44360, -2.29934, -0.72530]]
}

***

Entry 3:
{
  "formula": "C21H22F3INO3S",
  "method": "ωB97M-V with the def2-TZVPD basis set",
  "orbital_gap_ha": 0.1282,
  "energy_ha": -2089.21460,
  "total_charge": -1,
  "homo_ev": -2.7892,
  "spin_multiplicity": 1,
  "symbols": ["C", "C", "C", "C", "C", "I", "C", "C", "C", "C", "O", "S", "C", "F", "F", "F", "H", "H", "H", "H", "H", "H", "H", "H", "H", "H", "C", "C", "O", "C", "C", "N", "C", "C", "C", "C", "C", "C", "C", "O", "H", "H", "H", "H", "H", "H", "H", "H", "H", "H", "H", "H"],
  "xyz": [[6.42317, 0.15623, -1.62658], [5.77887, -0.20425, -0.28873], [6.89648, -0.84713, 0.55972], [5.16173, 0.99516, 0.37321], [5.12870, 1.27865, 1.76423], [6.74813, 1.49566, 3.14854], [3.89122, 1.61285, 2.32574], [2.82209, 1.94113, 1.49878], [3.05064, 2.13327, 0.13249], [4.30863, 1.79951, -0.39618], [4.75914, -1.16077, -0.50271], [2.71369, -0.68696, -0.46294], [1.99576, -1.96436, 0.43500], [2.39039, -1.93738, 1.75633], [0.61141, -1.68681, 0.41651], [2.13029, -3.24762, -0.01221], [6.93367, 1.11375, -1.49973], [7.12563, -0.64287, -1.86120], [5.68990, 0.21983, -2.42996], [7.37256, -0.10176, 1.22207], [6.54678, -1.70400, 1.11460], [7.67747, -1.18381, -0.17417], [3.71983, 1.58245, 3.39952], [1.80120, 1.95515, 1.89469], [2.24112, 2.33355, -0.57164], [4.57303, 1.96822, -1.44232], [1.27289, 3.58384, -4.18037], [0.87997, 3.82858, -2.73513], [0.46184, 2.54741, -2.14398], [-0.07016, 2.60146, -0.89590], [-0.08693, 1.30530, -0.13287], [-0.89430, 1.26841, 0.87289], [-1.67792, 1.28191, 1.88462], [-2.14299, 2.42214, 2.68027], [-2.99272, 2.22666, 3.80604], [-3.36996, 3.28333, 4.63118], [-2.93694, 4.58100, 4.34678], [-2.14389, 4.80030, 3.20806], [-1.77451, 3.74821, 2.35587], [-0.52265, 3.63639, -0.41204], [1.67425, 4.49163, -4.65633], [2.03452, 2.79745, -4.27800], [0.37899, 3.24834, -4.71652], [1.75467, 4.18674, -2.17458], [0.08846, 4.57909, -2.62673], [0.38922, 0.40019, -0.57501], [-2.11207, 0.34496, 2.26916], [-3.35863, 1.21637, 4.02511], [-4.00271, 3.09740, 5.50138], [-3.20054, 5.40748, 5.00343], [-1.79019, 5.80697, 2.96740], [-1.20975, 3.90594, 1.43108]]
}

***

Entry 4:
{
  "formula": "C5H7N4",
  "method": "ωB97M-V with the def2-TZVPD basis set",
  "orbital_gap_ha": 0.2262,
  "energy_ha": -413.65710,
  "total_charge": -1,
  "homo_ev": -2.8112,
  "spin_multiplicity": 1,
  "symbols": ["C", "C", "C", "C", "C", "N", "N", "N", "N", "H", "H", "H", "H", "H", "H", "H"],
  "xyz": [[-0.20401, -1.54955, -0.18961], [0.12476, 0.57884, 0.83192], [0.09885, 0.79368, -0.65087], [0.70804, -0.42787, -0.12000], [2.17807, -0.67152, -0.15235], [-3.04684, 0.72628, -0.04149], [-2.79028, 0.44286, 1.06076], [-0.87465, -2.46577, -0.03531], [-3.56680, 0.94093, -1.08906], [0.72958, 1.08128, 1.54008], [-0.89299, 0.48305, 1.32548], [-0.96735, 0.67088, -1.10600], [0.76193, 1.47382, -1.02333], [2.67880, -1.00384, 0.78579], [2.67202, 0.40393, -0.36939], [2.39087, -1.47700, -0.76662]]
}